Entry 1:
The following is a quantum chemistry calculation of a 2-piece molecular cluster, CN2O2 overall at a distorted geometry, from the Open Molecules 2025 dataset.

Results
**Relative energy (zero: lowest compared OMol25 entry of this formula, charge and spin)**: 90.4 kcal per mole
**HOMO**: -12.12 eV
**Net charge**: 0
**Orbital gap**: 13.244 eV

Positions of all 5 atoms, in Å:
C 2.35 0.33 0.11
N -0.87 0.81 -0.14
N -1.73 0.13 -0.03
O -2.61 -0.59 0.08
O 2.86 -0.67 -0.03

=====

Entry 2:
The following is a quantum chemistry calculation of one molecule with the formula C5H12O2, from the Open Molecules 2025 dataset.

Results
**Relative energy (zero: lowest compared OMol25 entry of this formula, charge and spin)**: 38.2 kcal per mole
**SMILES**: CCOCCOC
**HOMO**: -9.75 eV
**Net charge**: 0
**Orbital gap**: 10.860 eV

Positions of all 19 atoms, in Å:
C 3.03 0.90 -0.63
C 2.29 -0.31 -0.09
O 0.99 -0.29 -0.64
C -0.03 -0.85 0.15
C -1.31 -0.16 -0.30
O -2.35 -0.47 0.59
C -3.51 0.25 0.27
H 2.55 1.82 -0.29
H 3.00 0.89 -1.73
H 4.07 0.90 -0.31
H 2.23 -0.25 1.01
H 2.81 -1.24 -0.34
H -0.10 -1.94 0.02
H 0.13 -0.65 1.22
H -1.11 0.93 -0.30
H -1.56 -0.45 -1.33
H -3.91 -0.05 -0.72
H -3.32 1.33 0.24
H -4.26 0.04 1.04

=====

Entry 3:
The following is a quantum chemistry calculation of C7H11BCrF4NO8P2S as an isolated structure at a distorted geometry, from the Open Molecules 2025 dataset.

Results
**Relative energy (zero: lowest compared OMol25 entry of this formula, charge and spin)**: 6.0 kcal per mole
**Multiplicity**: 6
**HOMO (alpha / beta)**: 0.89 / -1.68 eV
**Net charge**: -2
**Orbital gap (alpha / beta)**: 4.203 / 6.746 eV
**⟨S²⟩**: 8.78

Positions of all 36 atoms, in Å:
Cr 0.65 0.41 -0.68
O 0.66 0.34 1.31
N 1.78 -0.16 1.95
C 1.85 0.05 3.33
C 3.04 0.06 3.99
C 4.24 -0.12 3.30
C 4.16 -0.34 1.90
C 2.96 -0.33 1.24
S 2.85 -0.62 -0.47
H 0.89 0.17 3.80
H 3.04 0.20 5.07
H 5.20 -0.10 3.80
H 5.05 -0.52 1.31
C -2.41 0.07 1.22
C -2.56 0.10 -0.28
O -3.91 -0.04 -0.67
P -1.70 -1.34 -1.04
O -1.96 -1.24 -2.60
O -2.75 -2.51 -0.64
O -0.35 -1.83 -0.67
P -2.00 1.69 -1.08
O -2.98 2.75 -0.27
O -2.43 1.65 -2.49
O -0.60 2.09 -0.68
H -2.80 -0.87 1.60
H -2.98 0.89 1.68
H -1.35 0.18 1.47
H -3.93 0.30 -1.58
H -1.21 -0.95 -3.13
H -2.21 -3.29 -0.51
H -2.53 2.96 0.55
F 0.73 0.54 -2.82
B 0.88 0.08 -4.18
F 2.20 -0.10 -4.46
F 0.19 -1.13 -4.26
F 0.31 0.98 -5.04

=====

Entry 4:
The following is a quantum chemistry calculation of C20H28ClF9O13S2 as an isolated structure at a distorted geometry, from the Open Molecules 2025 dataset.

Results
**HOMO**: -10.78 eV
**Net charge**: 0
**Orbital gap**: 9.261 eV

Positions of all 73 atoms, in Å:
O -0.16 -0.01 2.34
S 0.66 -0.02 1.08
O 1.80 0.89 1.41
O -0.19 0.30 -0.36
C 0.02 -0.93 -1.16
Cl 1.77 -0.66 -1.72
C -0.05 -2.06 -0.01
C -0.06 -3.57 -0.52
C -1.57 -4.14 -0.64
C -2.40 -3.97 0.71
C -3.51 -2.82 0.67
C -4.83 -3.25 -0.12
F -5.27 -4.44 0.54
F -4.56 -3.69 -1.44
C -6.05 -2.24 -0.02
F -7.18 -2.79 -0.66
F -6.41 -2.18 1.35
S -5.78 -0.50 -0.59
F -7.23 -0.06 0.15
F -4.92 -0.05 0.74
F -4.45 -0.84 -1.50
F -6.71 -0.85 -1.96
F -5.68 1.07 -1.12
O 1.06 -1.65 0.87
H -0.68 -1.06 -2.04
H -0.96 -1.69 0.60
H 0.61 -4.25 0.10
H 0.37 -3.58 -1.58
H -2.04 -3.68 -1.55
H -1.44 -5.26 -0.83
H -2.88 -4.95 1.05
H -1.68 -3.69 1.55
H -3.08 -1.83 0.33
H -3.83 -2.66 1.76
C 5.05 0.95 2.93
C 5.85 -0.32 2.81
C 7.20 -0.13 2.19
O 7.47 -1.43 1.65
C 6.25 -1.98 1.37
O 6.10 -2.99 0.75
O 5.24 -1.24 1.90
H 5.44 1.58 3.74
H 5.07 1.52 2.00
H 4.00 0.73 3.14
H 5.91 -0.82 3.79
H 7.96 0.14 2.92
H 7.21 0.59 1.37
C 11.25 2.78 1.37
C 10.21 3.82 1.74
C 9.86 3.85 3.19
O 8.54 4.38 3.17
C 8.00 4.04 1.97
O 6.85 4.16 1.68
O 8.95 3.51 1.14
H 12.24 3.09 1.70
H 11.02 1.81 1.82
H 11.28 2.63 0.29
H 10.52 4.80 1.37
H 10.53 4.48 3.78
H 9.82 2.85 3.65
C -8.38 1.79 -2.84
C -9.29 2.49 -3.82
C -10.19 1.57 -4.60
O -10.45 2.33 -5.78
C -9.37 3.14 -5.96
O -9.16 3.78 -6.94
O -8.55 3.12 -4.87
H -8.94 1.43 -1.97
H -7.89 0.93 -3.31
H -7.59 2.46 -2.51
H -9.87 3.27 -3.31
H -11.12 1.34 -4.07
H -9.70 0.63 -4.89

=====

Entry 5:
The following is a quantum chemistry calculation of C9H17N3S2 as an isolated structure at a distorted geometry, from the Open Molecules 2025 dataset.

Results
**Relative energy (zero: lowest compared OMol25 entry of this formula, charge and spin)**: 0.0 kcal per mole
**HOMO**: -8.26 eV
**Net charge**: 0
**Orbital gap**: 8.697 eV

Positions of all 31 atoms, in Å:
C -3.38 -1.84 0.25
C -2.60 -0.76 -0.48
C -1.78 0.11 0.47
C -0.99 1.18 -0.27
C -0.09 1.97 0.68
C 0.80 2.98 -0.03
C 1.90 2.35 -0.88
H 2.51 3.13 -1.35
H 1.51 1.68 -1.64
S 3.07 1.36 0.12
C 2.49 -0.24 -0.18
N 1.61 -0.52 -1.10
S 1.29 -2.13 -1.10
C 2.44 -2.37 0.22
N 2.99 -1.25 0.58
N 2.66 -3.56 0.80
H 2.37 -4.40 0.32
H 3.44 -3.63 1.43
H 0.19 3.61 -0.69
H 1.27 3.63 0.71
H 0.54 1.27 1.24
H -0.71 2.50 1.41
H -0.38 0.70 -1.03
H -1.68 1.87 -0.77
H -1.08 -0.54 1.02
H -2.44 0.57 1.21
H -1.93 -1.22 -1.21
H -3.30 -0.12 -1.03
H -4.06 -1.40 0.97
H -3.95 -2.45 -0.45
H -2.69 -2.50 0.79

=====

Entry 6:
The following is a quantum chemistry calculation of a 2-piece molecular cluster, CH4N2O overall at a distorted geometry, from the Open Molecules 2025 dataset.

Results
**Relative energy (zero: lowest compared OMol25 entry of this formula, charge and spin)**: 16.8 kcal per mole
**SMILES**: N#N.CO
**HOMO**: -10.42 eV
**Net charge**: 0
**Orbital gap**: 11.445 eV

Positions of all 8 atoms, in Å:
N 0.70 -1.97 -0.09
N 1.64 -1.44 0.17
C -0.81 0.74 0.23
O -1.07 1.95 -0.42
H -1.08 -0.05 -0.47
H -1.43 0.59 1.14
H 0.22 0.66 0.55
H -0.70 2.63 0.16

=====

Going through the records in order, we get molar mass values of 72.0 104.1 470.0 747.0 231.4 60.1 u.
Going through the records in order, we get E_tot values of -8109.86331 -9473.47752 -94701.92824 -106456.47768 -35750.40188 -6129.77878 eV.